Formula: C26H57FN3O3S
Source: the OMol25 dataset
Level of theory: ωB97M-V/def2-TZVPD

```
91
Properties=species:S:1:pos:R:3:forces:R:3:mulliken_charge:R:1
C -3.321 3.247 -0.371 0.1 -0.2 -0.2 -1.029
C -3.883 3.772 -1.703 0.2 0.0 0.2 -0.294
C -4.592 5.141 -1.644 0.2 -0.2 -0.7 0.047
F -5.035 5.354 -0.254 0.0 0.1 0.1 -0.463
C -5.658 5.306 -2.650 -0.3 0.4 0.4 -0.617
S -6.023 7.030 -2.938 0.1 -0.2 -0.2 -0.323
C -7.002 4.624 -2.293 0.2 0.0 -0.2 -0.471
C -6.907 3.144 -2.130 0.0 -0.1 -0.1 0.391
O -6.981 2.297 -2.962 -0.1 -0.1 -0.1 -0.556
O -6.605 2.787 -0.793 -0.1 0.0 0.2 -0.063
C -7.112 1.674 -0.210 0.1 0.1 -0.1 0.637
C -6.307 1.343 1.019 0.1 0.1 0.0 -0.781
O -8.078 1.074 -0.588 0.0 0.0 0.0 -0.565
H -3.985 3.470 0.464 0.1 0.0 -0.1 0.473
H -2.328 3.668 -0.170 -0.2 0.1 0.1 0.369
H -3.195 2.156 -0.429 0.0 0.1 0.0 -0.136
H -4.521 3.016 -2.164 0.0 0.2 0.1 0.204
H -3.041 3.903 -2.395 -0.2 -0.1 0.0 0.335
H -3.858 5.938 -1.809 -0.1 -0.1 0.2 0.512
H -6.547 7.453 -1.752 0.0 0.0 0.1 0.038
H -7.428 5.056 -1.373 -0.1 -0.1 0.0 0.334
H -7.689 4.783 -3.129 0.0 0.0 0.2 0.336
H -5.280 1.099 0.729 -0.2 0.0 0.0 0.038
H -6.773 0.513 1.547 0.1 0.1 0.0 0.336
H -6.244 2.231 1.656 0.0 -0.1 0.0 0.282
C -1.415 1.789 -4.355 0.0 0.0 0.0 -1.412
C -0.164 0.938 -4.203 -0.1 0.0 0.0 -0.375
N 0.495 1.124 -2.921 0.0 0.0 0.0 0.192
C 1.824 0.549 -2.854 0.1 0.0 0.0 -0.716
C 1.966 -0.977 -2.950 0.0 0.0 0.0 -0.725
C -0.346 0.921 -1.754 -0.2 0.0 0.1 0.060
C -1.027 -0.445 -1.590 0.1 0.0 0.2 -0.935
H -1.193 2.842 -4.177 0.0 0.0 0.0 0.311
H -1.811 1.690 -5.366 0.0 0.0 0.0 0.492
H -2.205 1.489 -3.667 0.0 0.0 0.0 0.247
H 0.556 1.221 -4.977 0.0 0.0 0.0 0.460
H -0.427 -0.116 -4.398 0.0 0.0 0.0 0.277
H 2.286 0.888 -1.921 0.0 0.0 0.0 0.303
H 2.410 1.001 -3.661 0.0 0.0 0.0 0.429
H 1.644 -1.477 -2.037 0.0 0.0 0.0 -0.005
H 3.014 -1.239 -3.113 0.0 0.0 0.0 0.346
H 1.393 -1.385 -3.784 0.0 0.0 0.0 0.351
H -1.123 1.687 -1.753 0.0 0.0 -0.1 0.028
H 0.263 1.129 -0.869 0.0 0.0 0.0 -0.264
H -1.483 -0.797 -2.517 0.0 0.1 0.0 0.343
H -1.826 -0.368 -0.849 0.0 0.0 0.0 0.352
H -0.331 -1.209 -1.243 0.0 0.0 -0.1 0.190
C 0.966 0.170 5.555 0.0 0.0 0.0 -1.496
C 1.365 -0.548 4.275 0.0 0.0 0.0 -0.234
N 0.276 -0.662 3.323 0.0 0.0 0.0 0.198
C 0.549 -1.585 2.238 0.0 -0.1 -0.1 -1.075
C 1.684 -1.243 1.266 0.0 0.0 -0.1 0.070
C -0.370 0.588 2.947 -0.1 0.1 0.0 -0.806
C 0.502 1.693 2.339 0.0 0.0 0.0 -0.803
H 0.090 -0.300 6.003 0.0 0.0 0.0 0.340
H 1.786 0.126 6.273 0.0 0.0 0.0 0.441
H 0.740 1.223 5.381 0.0 0.0 0.0 0.300
H 1.676 -1.567 4.526 0.0 0.0 0.0 0.423
H 2.255 -0.050 3.854 0.0 0.0 0.0 0.232
H -0.376 -1.716 1.670 0.0 0.0 0.0 0.377
H 0.763 -2.561 2.689 0.0 0.0 0.0 0.411
H 1.410 -0.435 0.588 0.0 0.0 0.0 -0.543
H 1.916 -2.116 0.650 0.0 0.0 0.0 0.289
H 2.602 -0.960 1.785 0.0 0.0 0.0 0.373
H -0.865 0.990 3.834 0.0 0.0 0.0 0.342
H -1.178 0.340 2.254 0.0 0.0 0.0 0.410
H 1.431 1.829 2.897 0.0 0.0 0.0 0.297
H -0.037 2.641 2.365 0.0 0.0 0.0 0.383
H 0.759 1.497 1.300 0.0 0.0 0.0 0.082
C 4.597 -5.540 3.128 0.0 0.0 0.0 -1.551
C 4.434 -4.465 2.064 0.0 0.0 0.0 -0.006
N 5.700 -3.920 1.605 0.0 0.0 0.0 0.111
C 5.549 -2.706 0.822 0.0 0.1 0.0 -0.856
C 4.827 -2.799 -0.526 0.0 0.1 0.0 -0.853
C 6.661 -4.888 1.107 0.1 -0.1 0.0 -0.737
C 6.235 -5.789 -0.060 0.0 0.0 0.0 -0.958
H 5.198 -5.170 3.960 0.0 0.0 0.0 0.345
H 3.617 -5.827 3.513 0.0 0.0 0.0 0.450
H 5.070 -6.441 2.736 0.0 0.0 0.0 0.312
H 3.865 -3.633 2.489 0.0 0.0 0.0 0.238
H 3.817 -4.870 1.245 0.0 0.0 0.0 0.211
H 6.543 -2.277 0.669 0.0 0.0 0.0 0.361
H 5.009 -1.991 1.451 0.0 0.0 0.0 0.358
H 5.443 -3.256 -1.300 0.0 -0.1 0.0 0.380
H 4.571 -1.795 -0.871 0.0 0.0 0.0 0.327
H 3.895 -3.360 -0.448 0.0 0.0 0.0 0.224
H 6.958 -5.527 1.942 0.0 0.0 0.0 0.406
H 7.563 -4.336 0.830 0.0 0.0 0.0 0.352
H 5.234 -6.197 0.090 0.0 0.0 0.0 0.245
H 6.922 -6.633 -0.143 0.0 0.0 0.0 0.379
H 6.244 -5.264 -1.014 -0.1 0.0 0.0 0.270
```
Positions in Å, forces in eV/Å.

Computed properties:
- largest force on an atom (Eh/bohr) = 0.0142
- HOMO level (eV) = -3.097
- net charge = -1
- DFT total energy (eV) = -52051.9544

Formula: C26H58F8N2O34S9
Source: the OMol25 dataset
Level of theory: ωB97M-V/def2-TZVPD

```
137
Properties=species:S:1:pos:R:3:forces:R:3:mulliken_charge:R:1
C 2.462 2.075 0.340 -1.0 -0.8 -0.1 0.231
F 3.529 2.001 1.109 0.2 0.7 0.1 -0.263
F 2.595 3.053 -0.574 0.1 -0.9 0.7 0.119
F 2.334 0.865 -0.220 0.3 0.6 -0.4 -0.075
S 0.908 2.388 1.419 0.5 -1.8 1.6 0.396
O 1.460 2.378 2.746 -0.2 0.8 -0.7 -0.626
O 0.288 3.575 0.880 0.2 -1.0 0.6 -0.571
N -0.031 0.926 1.341 3.0 4.9 -0.9 -1.114
S -0.685 1.065 -0.066 -2.7 -1.8 -3.4 0.602
O -2.114 1.284 0.099 1.0 0.2 -0.6 -0.712
O 0.013 1.761 -1.177 -0.8 -0.6 1.9 -0.382
C -0.538 -0.758 -0.583 0.1 0.2 1.4 -0.233
F 0.510 -1.365 0.007 -0.7 0.4 -0.5 -0.105
F -1.657 -1.398 -0.259 0.1 -0.1 0.1 0.249
F -0.396 -0.819 -1.885 0.3 -0.1 -1.1 0.030
N -0.156 -3.241 4.101 1.2 -6.4 -0.7 0.103
S -0.707 -3.891 2.731 -2.7 6.2 -4.4 1.393
O -2.047 -4.458 2.691 1.1 -1.3 0.3 -0.670
O 0.245 -4.191 1.658 -1.1 -0.9 1.6 -0.695
F -1.152 -2.414 2.288 -0.2 0.5 -0.9 -0.305
S 0.407 -4.889 4.399 3.1 0.4 6.0 0.936
O 1.724 -5.239 3.903 -1.7 -0.3 -1.1 -0.624
O -0.602 -5.885 4.747 1.0 0.8 -1.5 -0.639
F 0.938 -4.556 5.897 -0.6 0.4 0.5 -0.344
C 2.745 4.296 -3.053 1.6 0.5 -0.1 0.251
C 1.898 5.364 -3.694 -0.1 1.2 -0.7 -0.712
C 2.795 6.546 -4.108 1.2 -0.6 0.0 -0.803
S 4.556 5.939 -4.178 -3.4 -0.2 1.3 1.176
O 5.306 6.395 -3.010 -0.2 -0.5 -1.2 -0.647
O 4.913 6.245 -5.529 1.6 -0.1 -0.9 -0.694
C 4.032 4.183 -3.933 0.3 0.4 -0.1 0.097
H 2.200 3.364 -2.919 0.3 0.0 0.1 -0.276
H 3.177 4.694 -2.134 -0.6 -0.4 0.5 0.257
H 1.050 5.773 -3.144 0.1 -0.5 0.5 0.228
H 1.490 4.996 -4.637 -0.1 -0.3 0.1 0.375
H 2.910 7.423 -3.472 -0.7 0.0 0.0 0.454
H 2.559 6.742 -5.152 0.3 0.8 0.2 0.365
H 4.918 3.741 -3.477 -0.4 -0.4 0.3 -0.551
H 3.858 3.723 -4.906 0.0 0.2 -0.1 0.460
C -2.860 -4.868 -0.598 0.4 0.2 -1.4 0.909
C -1.466 -5.486 -0.739 0.0 0.4 1.2 -0.696
C -1.537 -6.639 -1.712 -1.3 0.7 1.0 -0.837
S -3.001 -7.554 -1.096 3.0 -0.1 -0.5 1.098
O -2.461 -8.469 -0.081 -1.5 0.9 -0.4 -0.657
O -3.656 -8.110 -2.265 -0.9 0.0 0.5 -0.695
C -3.868 -6.029 -0.452 -0.1 -0.4 0.0 -0.772
H -2.973 -4.316 -1.535 -0.8 -0.2 -0.2 -0.168
H -2.863 -4.076 0.150 -0.2 -0.5 0.5 -0.456
H -1.248 -5.775 0.290 0.8 -0.3 -0.2 0.323
H -0.741 -4.755 -1.094 0.0 0.1 0.3 0.307
H -0.615 -7.215 -1.694 -0.4 -0.4 -0.3 0.503
H -1.854 -6.198 -2.658 0.4 -0.5 -0.4 0.294
H -4.204 -6.235 0.564 0.4 0.0 0.1 0.468
H -4.768 -5.947 -1.062 0.1 0.1 -0.2 0.374
C -4.083 -1.573 -5.058 -0.7 -0.2 1.3 -0.225
C -4.061 -1.552 -3.511 -1.2 0.7 0.6 -0.221
O -2.811 -2.045 -3.065 1.7 0.3 -1.0 -0.089
S -1.827 -2.379 -4.310 0.4 0.1 1.7 1.008
O -1.259 -3.675 -4.115 -0.7 0.6 -0.5 -0.604
O -0.885 -1.300 -4.543 -2.0 -0.9 -0.5 -0.655
O -3.077 -2.478 -5.323 2.8 -1.2 -1.6 -0.382
H -3.879 -0.594 -5.493 -0.1 0.0 0.0 0.283
H -4.971 -2.057 -5.462 -0.2 0.5 0.0 0.280
H -4.748 -2.204 -2.971 -0.5 0.1 -0.6 0.227
H -4.249 -0.521 -3.208 0.4 -0.1 0.5 0.210
C 8.747 3.048 -1.821 1.0 -1.6 0.6 -0.319
C 7.996 2.343 -2.906 -1.3 0.4 -0.9 -0.126
O 7.101 1.380 -2.333 -0.1 0.5 2.0 -0.324
S 6.627 1.987 -0.867 -0.9 -0.2 0.8 1.163
O 6.694 0.964 0.164 -0.2 1.7 -2.1 -0.603
O 5.450 2.836 -1.026 2.0 -1.6 0.0 -0.354
O 7.913 2.954 -0.682 -0.7 0.2 0.5 -0.358
H 9.026 4.072 -2.057 -0.2 0.0 0.1 0.295
H 9.622 2.427 -1.616 0.4 0.4 0.3 0.264
H 8.611 1.743 -3.573 0.0 0.6 -0.3 0.323
H 7.362 3.128 -3.323 0.1 -0.3 -1.0 0.060
C -7.938 -1.976 1.637 1.0 0.8 -0.3 -0.301
C -7.202 -3.279 1.950 -1.9 -1.1 -0.4 -0.498
O -5.852 -2.937 1.922 1.9 0.1 -0.3 -0.176
S -5.560 -2.072 0.593 -1.0 1.8 -1.3 1.026
O -5.721 -2.863 -0.630 0.3 0.9 2.2 -0.586
O -4.455 -1.140 0.692 -2.1 -2.1 0.4 -0.315
O -7.024 -1.225 0.815 1.7 -0.6 -0.6 -0.404
H -8.017 -1.433 2.580 -0.3 0.2 -0.1 0.246
H -8.866 -1.962 1.068 -0.1 -0.7 0.4 0.290
H -7.400 -4.113 1.273 0.0 0.3 -0.5 0.268
H -7.529 -3.687 2.906 0.7 0.4 0.4 0.342
C -3.167 -1.057 4.319 0.9 -0.9 -0.5 -0.427
C -2.594 0.260 3.761 1.1 -0.4 -0.7 -0.622
O -1.178 0.159 3.583 -1.4 0.3 0.3 0.777
O -2.172 -1.845 5.002 -1.1 1.1 0.3 -0.547
H -3.443 -1.622 3.425 -0.3 -0.2 0.0 0.021
H -4.061 -0.933 4.936 -0.1 0.3 0.1 0.359
H -2.865 1.149 4.338 0.1 0.0 0.4 0.314
H -3.043 0.376 2.772 -0.3 0.2 0.0 0.264
H -0.937 0.407 2.676 -0.5 -0.2 0.6 -0.025
H -2.564 -2.714 5.128 0.2 -0.1 -0.1 0.289
C 2.029 0.413 -4.061 2.2 0.4 0.0 0.177
C 3.464 0.456 -3.440 -0.8 -0.8 0.4 0.184
O 3.608 -0.765 -2.733 0.5 0.3 0.1 -0.537
O 1.969 -0.838 -4.780 -0.2 1.2 0.2 -0.618
H 2.005 1.299 -4.702 -0.6 -0.1 -0.5 0.293
H 1.306 0.520 -3.254 -0.2 -0.3 -0.1 0.038
H 3.609 1.298 -2.761 -0.4 -0.1 0.2 -0.438
H 4.302 0.524 -4.140 -0.3 0.1 -0.7 0.296
H 3.365 -1.400 -3.415 -0.1 -0.4 0.3 0.359
H 1.039 -1.023 -4.951 0.0 -0.2 0.1 0.425
C 2.613 -0.963 2.645 0.5 -0.3 0.8 0.000
C 3.358 -1.683 3.831 -1.3 1.2 -0.6 -0.928
O 2.506 -1.678 4.996 1.4 -0.6 -0.7 -0.382
O 1.248 -0.779 2.889 0.8 -0.5 -0.4 0.963
H 2.788 -1.533 1.728 0.1 -0.1 -0.1 0.271
H 3.089 0.015 2.533 0.2 0.1 -0.1 -0.037
H 4.239 -1.068 4.034 0.3 -0.1 0.1 0.376
H 3.704 -2.673 3.531 -0.3 -0.3 0.2 0.357
H 3.119 -2.083 5.619 -0.6 -0.1 0.6 0.249
H 0.984 -0.158 2.191 -0.3 -0.7 0.5 -0.118
C -0.345 1.598 6.655 0.7 -0.9 -1.6 -0.721
C 0.585 2.007 5.506 1.2 -0.1 0.1 -0.318
O 1.305 0.874 4.991 -0.9 0.8 1.0 -0.259
O -0.990 0.391 6.164 0.0 1.4 1.7 -0.282
H -1.047 2.404 6.879 -0.2 0.0 -0.1 0.362
H 0.264 1.429 7.546 -0.1 -0.4 0.2 0.232
H 1.412 2.643 5.837 -0.5 0.7 0.6 0.568
H 0.058 2.565 4.730 -0.3 -0.3 -0.1 0.009
H 2.029 1.287 4.515 0.0 -0.4 -0.3 0.185
H -1.904 0.481 6.449 -0.1 -0.5 -0.1 0.187
C -1.966 5.887 0.011 0.9 -1.3 0.6 -0.349
C -2.245 5.428 -1.417 -1.7 0.2 0.2 0.084
O -3.730 5.321 -1.573 1.8 0.0 -0.3 -0.545
O -0.574 5.906 0.222 0.5 1.6 -0.3 -0.658
H -2.368 5.229 0.787 -0.5 -0.6 -0.6 0.201
H -2.423 6.828 0.326 0.3 0.5 -0.7 0.326
H -1.741 4.496 -1.674 -0.6 -0.5 0.6 -0.051
H -1.823 6.080 -2.185 -0.2 0.6 0.2 0.200
H -3.992 6.224 -1.769 -0.2 0.0 0.0 0.306
H -0.182 5.025 0.328 -0.6 0.1 0.1 0.768
```
Positions in Å, forces in eV/Å.

Computed properties:
- largest force on an atom (Eh/bohr) = 0.1579
- HOMO level (eV) = -3.651
- net charge = -2
- DFT total energy (eV) = -219742.5175

Formula: C26H58FeN5O18S3
Source: the OMol25 dataset
Level of theory: ωB97M-V/def2-TZVPD

```
111
Properties=species:S:1:pos:R:3:forces:R:3:mulliken_charge:R:1
Fe 2.217 0.492 0.385 0.7 0.7 -0.2 1.159
C 6.254 -5.280 -1.630 0.5 -0.2 1.9 -0.898
O 4.895 -4.845 -1.500 0.7 -0.5 -1.2 -0.161
C 4.018 -5.791 -2.060 -1.1 1.2 0.8 -0.589
C 2.615 -5.259 -1.689 0.0 -0.6 -0.6 -0.695
N 2.553 -4.817 -0.263 -1.0 0.3 -1.0 0.182
H 2.545 -5.648 0.324 0.4 0.2 0.4 0.405
H 3.315 -4.168 -0.025 0.9 0.4 0.1 0.689
C 1.325 -4.039 0.046 -0.7 0.2 0.6 -1.199
C 1.291 -3.644 1.527 0.5 0.0 0.0 -0.332
O 1.969 -4.569 2.361 -0.6 -1.3 -0.1 -0.546
C 1.758 -4.181 3.736 1.1 1.0 -1.3 -0.676
H 6.968 -4.465 -1.722 -0.5 0.4 -0.3 0.249
H 6.490 -6.059 -2.356 -0.6 0.2 -0.4 0.355
H 6.467 -5.711 -0.644 0.4 -0.2 -0.1 0.324
H 4.122 -6.785 -1.613 0.4 -0.1 -0.2 0.431
H 4.110 -5.778 -3.148 0.0 -0.5 0.0 0.386
H 1.855 -6.032 -1.815 0.1 -0.2 0.1 0.427
H 2.304 -4.481 -2.383 0.3 0.5 0.5 0.309
H 0.424 -4.590 -0.231 0.3 -0.5 0.0 0.650
H 1.257 -3.113 -0.523 0.6 -0.1 -0.2 0.174
H 0.233 -3.606 1.804 0.0 0.4 0.2 0.647
H 1.792 -2.683 1.635 -0.3 0.2 0.0 0.097
H 0.688 -4.033 3.881 0.1 0.1 0.5 0.264
H 2.346 -3.254 3.764 -0.6 0.3 0.8 0.288
H 2.233 -4.839 4.457 -0.3 -0.5 -0.4 0.291
C -1.031 -2.506 -4.257 0.7 -0.8 -0.3 -0.601
O -2.330 -2.447 -3.686 0.6 -0.3 0.8 -0.455
C -2.592 -1.150 -3.186 -0.7 1.2 -0.9 -0.593
C -3.495 -1.155 -1.972 0.5 -2.6 1.1 -0.334
N -3.056 -2.385 -1.135 -1.0 0.2 0.8 0.305
H -3.314 -3.224 -1.646 0.3 -0.1 -0.1 0.450
H -2.021 -2.301 -0.995 0.3 0.1 -0.4 0.168
C -3.607 -2.422 0.274 0.0 1.5 -0.1 0.242
C -5.148 -2.403 0.400 1.2 -1.2 -0.3 -0.974
O -5.815 -1.316 -0.156 -0.2 0.3 0.0 -0.336
C -5.810 -0.153 0.691 0.8 -0.7 -0.7 -0.324
H -0.913 -1.719 -5.001 0.2 0.1 0.1 0.340
H -0.840 -3.467 -4.742 -0.9 0.0 -0.3 0.306
H -0.209 -2.530 -3.535 -0.3 0.9 0.4 0.134
H -3.134 -0.651 -3.997 0.0 0.4 0.2 0.548
H -1.724 -0.531 -2.952 0.4 -0.5 -0.1 0.247
H -4.531 -1.391 -2.193 -0.1 0.7 0.0 0.666
H -3.316 -0.369 -1.243 -0.3 0.6 -0.6 -0.018
H -3.194 -1.529 0.751 0.0 0.1 -0.1 -0.275
H -3.136 -3.234 0.827 -0.3 -0.4 -0.3 0.455
H -5.337 -2.550 1.467 -0.3 0.2 0.1 0.456
H -5.461 -3.313 -0.116 -0.6 0.1 0.0 0.380
H -4.781 0.219 0.716 0.0 0.1 0.6 -0.011
H -6.195 -0.476 1.657 0.0 0.5 0.2 0.328
H -6.387 0.633 0.212 -0.4 -0.2 0.1 0.253
C -2.138 6.521 4.004 -1.2 -0.6 0.6 -0.832
O -2.237 5.487 3.045 0.2 -0.6 0.1 -0.336
C -1.283 4.478 3.317 0.7 -0.6 -0.5 -1.115
C -1.286 3.408 2.232 0.5 0.9 -0.3 0.796
N -1.233 4.121 0.906 -1.1 -0.7 -0.5 0.004
H -1.922 4.868 0.811 -0.3 -0.2 0.1 0.669
H -0.317 4.572 0.798 0.6 -0.2 0.5 0.727
C -1.287 3.173 -0.242 -0.6 -0.1 -1.0 0.508
C -1.061 3.931 -1.527 1.1 0.8 0.8 -1.181
O -1.929 5.057 -1.595 -0.2 -0.4 -0.2 -0.425
C -1.533 5.945 -2.633 -0.2 0.3 0.6 -0.786
H -1.212 7.087 3.899 -0.2 0.3 -0.1 0.325
H -2.217 6.119 5.023 0.5 -0.2 0.0 0.321
H -3.092 7.048 3.943 0.5 0.7 -0.5 0.280
H -1.444 3.965 4.268 -0.1 0.2 0.2 0.524
H -0.278 4.913 3.295 0.0 0.1 0.3 0.434
H -2.105 2.698 2.324 -0.3 0.2 -0.4 0.019
H -0.348 2.849 2.203 -0.1 -0.1 0.6 -0.542
H -2.231 2.640 -0.369 -0.2 0.2 0.9 0.532
H -0.506 2.425 -0.119 0.0 0.2 0.1 -0.972
H -1.136 3.270 -2.390 0.0 0.0 -0.1 0.636
H -0.037 4.311 -1.411 0.2 -0.1 -0.6 0.349
H -2.286 6.728 -2.700 -0.2 -0.2 -0.2 0.265
H -1.424 5.417 -3.581 0.1 0.1 -0.1 0.338
H -0.615 6.466 -2.347 0.3 -0.3 -0.2 0.319
S 4.252 -1.142 0.144 0.7 0.4 -1.2 1.094
O 3.730 -0.333 1.273 0.6 0.1 3.3 -0.615
O 5.580 -0.805 -0.264 0.4 -0.2 0.3 -0.676
O 4.024 -2.561 0.329 -0.2 -1.3 0.5 -0.723
O 3.250 -0.607 -0.827 -1.1 -0.4 -3.1 -0.659
S 2.353 3.013 1.191 1.9 -0.7 -0.2 1.499
O 1.726 1.808 1.761 -2.8 -1.4 3.4 -0.885
O 1.363 4.026 0.888 -0.3 1.0 0.0 -0.771
O 3.491 3.391 1.967 -0.1 1.2 0.2 -0.713
O 2.769 2.282 -0.048 1.4 1.2 -2.8 -0.610
S -0.307 -0.426 -0.072 3.4 1.3 0.1 1.512
O 0.585 0.501 -0.797 -1.8 2.2 -4.0 -0.462
O -0.569 -1.626 -0.883 -0.8 -0.2 0.4 -0.869
O 0.743 -0.630 0.945 -0.9 -3.9 4.0 -0.460
O -1.445 0.224 0.540 -1.6 -0.6 -1.0 -0.560
N 4.091 2.674 -4.488 -0.6 -0.8 -0.1 0.055
C 3.425 3.850 -4.513 0.2 1.1 0.4 -0.532
C 2.395 3.792 -3.585 0.9 0.5 -0.6 -0.993
C 2.454 2.521 -3.002 -0.6 -0.4 -0.2 0.650
C 3.436 1.805 -3.650 0.5 0.2 1.3 -1.005
H 4.984 2.486 -4.902 -0.1 0.0 -0.2 0.213
H 3.875 4.682 -5.034 -0.3 0.0 -0.1 0.382
H 1.781 4.611 -3.246 0.0 0.0 -0.2 0.378
H 1.858 2.277 -2.138 0.1 -0.6 -0.3 0.127
H 3.875 0.861 -3.366 -0.1 -0.1 -0.1 0.594
N -1.642 0.066 3.208 -0.5 -0.2 -1.0 0.476
C -2.805 0.400 3.822 0.7 -0.1 1.2 -0.445
C -2.435 0.899 5.055 -0.9 0.1 -0.4 -0.582
C -1.015 0.920 5.126 -1.1 0.5 0.4 -1.053
C -0.542 0.441 3.923 -0.3 -0.6 0.2 -0.595
H -1.681 -0.326 2.275 0.8 0.4 0.2 -0.084
H -3.771 0.187 3.394 0.0 0.0 0.0 0.377
H -3.164 1.211 5.789 0.3 0.1 0.2 0.422
H -0.597 1.305 6.042 0.9 -0.1 -0.4 0.428
H 0.429 0.275 3.488 0.1 0.1 0.2 0.640
```
Positions in Å, forces in eV/Å.

Computed properties:
- largest force on an atom (Eh/bohr) = 0.1098
- HOMO level (spin up / spin down) (eV) = -7.048 / -7.049
- multiplicity = 6
- expectation value of S² = 8.76
- DFT total energy (eV) = -139097.6801